# 1
DFT (ωB97M-V/def2-TZVPD) results for a 5-piece molecular cluster, C19H38INO13PS2 overall in a non-equilibrium geometry.

Structure (XYZ):
```
75
Properties=species:S:1:pos:R:3:forces:R:3:mulliken_charge:R:1
I 4.5446 -0.3630 -1.7113 -0.24 -0.22 0.30 0.027
S 1.7536 1.6384 -0.7138 0.40 0.24 -0.20 -0.077
S 1.3565 1.0280 2.1591 -0.72 0.43 -0.32 -0.168
P 4.0866 0.3934 0.5753 0.72 0.48 0.35 0.153
O -1.8484 3.6609 3.0322 0.03 -0.07 -0.02 -0.552
O -5.7992 0.8817 -7.1650 0.06 0.00 0.02 -0.343
O 5.2327 -1.6807 5.8946 0.03 0.01 -0.05 -0.363
O 5.4000 -1.2548 8.0033 -0.06 -0.01 -0.09 -0.349
O 3.4565 -2.1099 7.2299 -0.02 0.03 -0.05 -0.556
O -0.8563 -3.4807 -4.4132 0.02 0.16 0.08 -0.302
O -0.2147 -1.5727 -3.6248 0.06 0.00 0.24 -0.345
O -0.8274 4.1161 4.9958 -0.10 -0.06 -0.16 -0.348
O -2.4380 5.4005 4.3566 0.11 -0.10 -0.03 -0.385
O -3.6554 1.5957 -7.1367 0.01 0.00 0.04 -0.558
O -4.2264 -0.5921 -7.2429 -0.03 0.00 -0.01 -0.359
O 4.5310 -0.9033 1.4939 -0.42 0.59 -0.54 -0.358
O 1.2914 -2.8441 -4.7291 0.01 0.11 0.02 -0.549
N -0.0252 -0.3058 0.4992 0.17 -0.14 -0.40 0.022
C 0.8383 -0.6471 -3.3671 -0.03 0.20 0.05 -0.294
C 0.1510 -5.7049 -4.2247 0.10 0.18 0.21 -1.147
C 3.4637 -1.1102 4.3169 -0.19 0.22 0.31 -0.537
C 4.8170 -1.1752 9.3094 0.01 0.03 0.25 -0.633
C -6.2215 2.2414 -7.0321 -0.16 0.15 -0.02 -0.633
C -0.5996 -4.7226 -5.0976 0.03 -0.46 -0.21 -0.213
C 0.1818 -2.6606 -4.3057 -0.10 -0.31 0.00 0.672
C 4.4798 -2.1385 4.7689 -0.14 -0.11 -0.28 -0.506
C -3.4830 5.7718 3.4373 -0.40 0.14 -0.25 -0.174
C -4.4767 0.7160 -7.1753 -0.09 -0.07 -0.07 0.790
C -4.6947 4.8742 3.5677 0.11 -0.22 0.14 -1.075
C -2.2186 -0.8448 -5.8719 -0.33 0.29 0.06 -0.669
C -2.8383 -0.9520 -7.2491 0.35 -0.13 0.00 -0.469
C 4.5826 -1.7190 7.0641 0.12 0.00 0.14 0.785
C -0.1676 0.6159 1.3921 0.94 -0.36 0.33 -0.127
C -0.0538 2.9485 4.7604 0.23 -0.23 0.13 -0.451
C 1.3670 -0.8044 0.3856 -0.08 -0.49 0.32 -0.662
C -1.7279 4.3345 4.0311 -0.11 0.24 0.09 0.761
C 2.2145 0.4470 0.6179 -0.75 -0.72 -0.39 0.156
H -1.1337 1.0583 1.6096 0.09 0.06 0.29 0.602
H 0.7251 2.9006 5.5163 -0.09 0.18 0.09 0.296
H 1.1480 -5.3376 -3.9847 0.02 0.00 -0.10 0.318
H -5.4993 5.2324 2.9266 0.01 0.05 0.01 0.357
H -7.2999 2.2446 -7.1597 0.01 -0.14 0.00 0.226
H 4.0463 -0.4065 9.3306 -0.06 -0.07 -0.03 0.295
H -2.7838 -1.4320 -5.1482 0.08 -0.13 -0.04 0.336
H 5.2120 -2.3151 3.9819 0.12 0.02 0.11 0.305
H 0.2527 -6.6615 -4.7354 -0.04 0.00 -0.02 0.374
H -0.6829 2.0604 4.8428 0.02 -0.02 -0.07 0.299
H -3.0937 5.7834 2.4196 0.09 -0.13 0.04 0.298
H 5.6181 -0.9015 9.9891 0.08 0.01 -0.12 0.229
H 1.4110 -1.5134 1.2226 0.64 0.17 0.08 0.314
H -4.4603 3.8491 3.2832 0.02 0.03 -0.08 0.290
H 5.3645 -0.6221 1.9029 -0.05 -0.35 0.16 0.336
H -0.7673 -0.6974 -0.0701 -0.17 0.20 0.09 0.242
H 4.3996 -2.1334 9.6094 -0.06 0.00 -0.08 0.301
H 1.6118 -1.3971 -0.4950 -0.42 0.49 -0.37 0.259
H -2.3003 -0.3479 -7.9797 -0.08 0.12 0.05 0.344
H 0.3822 0.2353 -2.9229 -0.15 -0.05 -0.05 0.196
H 1.5532 -1.0759 -2.6637 0.13 -0.02 -0.19 -0.104
H -0.3809 -5.8624 -3.2852 -0.07 -0.08 -0.06 0.292
H -5.0471 4.8587 4.5995 -0.05 0.10 -0.02 0.304
H 4.0064 -3.0934 4.9956 -0.05 0.05 0.12 0.334
H 0.4036 2.9992 3.7744 -0.01 0.00 0.00 0.146
H 2.9649 -1.4409 3.4075 0.05 -0.06 0.00 -0.025
H -2.2141 0.1890 -5.5261 0.05 0.02 -0.09 0.368
H -1.1943 -1.2000 -5.8944 0.07 -0.05 -0.11 0.071
H 3.9539 -0.1526 4.1248 0.03 -0.02 -0.08 0.252
H 2.3212 2.7497 -0.2004 0.00 -0.29 0.11 0.225
H -5.9739 2.6174 -6.0404 0.08 0.03 -0.04 0.289
H -3.7455 6.7933 3.7023 0.15 0.00 0.13 0.301
H -0.0730 -4.5278 -6.0314 0.08 0.12 0.08 0.325
H 2.7085 -0.9397 5.0842 0.02 -0.11 0.03 0.503
H -1.5817 -5.1187 -5.3474 -0.08 0.17 0.07 0.331
H -5.7655 2.8688 -7.7946 0.08 -0.02 0.04 0.298
H -2.8096 -1.9851 -7.5914 -0.19 0.01 -0.02 0.308
H 1.3481 -0.3562 -4.2832 0.07 -0.09 0.02 0.400
```
Forces are in eV/Å.

Calculated values
- Charge: +1
- ΔE to the lowest compared entry with this formula, charge and spin: 8.9 kcal per mole
- LUMO energy: -4.6 eV

=====

# 2
DFT (ωB97M-V/def2-TZVPD) results for C15H11Cl2DyNO3SY as an isolated structure in a non-equilibrium geometry.

Structure (XYZ):
```
35
Properties=species:S:1:pos:R:3:forces:R:3:mulliken_charge:R:1
Dy 0.1060 0.9927 -7.4109 -0.72 4.41 3.81 2.191
Y 0.1177 0.2559 -0.0847 2.71 1.59 -0.68 1.482
Cl 2.1012 -1.1962 -0.2715 -1.28 0.60 -0.26 -0.311
Cl -0.6404 3.1815 -6.8442 0.26 -0.80 -0.35 -0.179
S 1.2596 0.2159 3.0943 -0.76 1.02 1.18 0.303
O -1.1073 -2.1192 2.0375 2.11 4.03 -4.21 0.069
O -0.7657 1.7394 -10.7354 1.98 -1.99 6.73 0.111
O 0.8369 -1.9902 -8.8197 -1.48 5.59 1.82 0.115
N 0.8409 1.1446 1.7361 0.76 0.38 -0.34 -0.513
C -2.3151 1.4254 4.6680 0.22 -0.12 -0.03 -0.711
C 2.0015 2.6293 4.3254 0.28 0.23 0.29 0.011
C -0.7124 -1.3341 1.2732 -3.35 -6.35 5.88 0.075
C 3.8763 1.3223 5.9621 -0.25 0.36 -0.05 -0.638
C -2.6889 0.3189 5.4362 0.41 -0.16 -0.17 -0.503
C -1.8574 -0.8105 5.4772 -0.09 0.31 -0.07 -0.607
C 3.1519 0.5981 5.0212 -0.30 -0.14 -0.51 -0.527
C -0.4483 1.4243 -9.6509 -2.44 2.51 -8.52 -0.100
C 0.5563 -0.9237 -8.4547 2.45 -9.74 -4.15 -0.137
C -1.1128 1.4151 3.9442 -0.67 0.09 0.18 -0.290
C 2.2201 1.2584 4.1980 0.86 0.15 0.30 0.921
C 2.7392 3.3513 5.2800 -0.11 -0.40 -0.26 -0.832
C 3.6741 2.7039 6.0951 -0.21 -0.46 -0.32 -0.467
C -0.6648 -0.8310 4.7554 0.06 0.14 0.01 -0.397
C -0.3080 0.2877 3.9990 -0.18 -0.58 -0.05 0.699
H -3.6207 0.3285 6.0007 0.25 0.02 -0.15 0.440
H -0.0172 -1.7032 4.7850 -0.08 0.04 0.05 0.469
H 4.2425 3.2621 6.8346 -0.13 -0.06 -0.16 0.431
H 2.5793 4.4217 5.3883 -0.01 -0.23 -0.07 0.409
H 4.5957 0.8087 6.5921 -0.11 0.07 -0.09 0.418
H -2.1431 -1.6746 6.0694 0.06 0.12 -0.08 0.435
H 1.4399 1.9980 1.7147 -0.58 -0.58 0.13 0.266
H 1.2715 3.1475 3.7135 0.04 0.03 0.07 0.192
H -2.9574 2.3052 4.6379 0.20 -0.20 -0.01 0.411
H 3.2916 -0.4763 4.9195 0.10 0.17 0.05 0.409
H -0.8432 2.2770 3.3470 0.01 -0.03 0.06 0.352
```
Forces are in eV/Å.

Calculated values
- <S²>: 9.36
- Charge: +4
- LUMO energy (alpha / beta): -15.0 / -15.2 eV
- Spin multiplicity: 6